No. 1
The following is a DFT calculation (the ωB97M-V functional and the def2-TZVPD basis) of a single C3H4S2 molecule in a non-equilibrium geometry.

Its SMILES is S=CCC=S. The value obtained for the HOMO-LUMO gap is 8.128 eV. The energy above the lowest of the compared OMol25 structures with the same formula, charge and spin is 36.26 kcal/mol. The lowest unoccupied orbital energy is -0.74 eV.

The geometry in ORCA input format:
```
! wB97M-V def2-TZVPD RIJCOSX def2/J DEFGRID3
* xyz 0 1
S -1.9192 -0.4836 -1.8506
C -0.6589 0.1840 -1.0696
C -0.2903 -0.3269 0.2990
C 1.0217 0.0441 0.8590
S 1.7015 1.5567 0.8216
H -0.2003 1.0245 -1.4493
H -1.0869 0.0298 0.8585
H -0.2009 -1.4195 0.0332
H 1.6333 -0.6090 1.4982
*
```

=====

No. 2
The following is a DFT calculation (the ωB97M-V functional and the def2-TZVPD basis) of a 2-piece molecular cluster, C3H4S2 overall in a non-equilibrium geometry.

The value obtained for the HOMO-LUMO gap (spin up / spin down) is 5.422 / 8.705 eV. The energy above the lowest of the compared OMol25 structures with the same formula, charge and spin is 98.81 kcal/mol. The lowest unoccupied orbital energy (spin up / spin down) is -2.51 / -1.04 eV.

The geometry in ORCA input format:
```
! wB97M-V def2-TZVPD RIJCOSX def2/J DEFGRID3
* xyz 0 1
C 2.1078 -1.3134 -0.3678
C 1.2883 -0.5814 0.1743
C 0.2741 0.2390 0.5639
S -2.7622 -0.0698 0.1445
S 0.4766 1.9364 0.0758
H 2.7918 -2.0960 -0.5916
H -0.5449 0.0890 1.2051
H -2.8078 -0.3418 -1.1082
H -0.8237 2.1381 -0.0961
*
```

=====

No. 3
The following is a DFT calculation (the ωB97M-V functional and the def2-TZVPD basis) of a single C3H4S2 molecule in a non-equilibrium geometry.

The value obtained for the HOMO-LUMO gap is 8.607 eV. The energy above the lowest of the compared OMol25 structures with the same formula, charge and spin is 68.78 kcal/mol. The lowest unoccupied orbital energy is 0.19 eV.

The geometry in ORCA input format:
```
! wB97M-V def2-TZVPD RIJCOSX def2/J DEFGRID3
* xyz 0 1
C -0.3846 0.5869 -1.0529
C -0.4462 -0.5705 -0.5026
C -0.1226 -1.5795 0.2377
S 0.5054 1.8685 0.0488
S 1.8973 0.9717 1.0635
H -0.5769 0.8983 -1.9889
H 0.6995 -2.2667 0.2173
H -0.9208 -1.6693 0.9694
H -0.6510 1.7605 1.0077
*
```

=====

No. 4
The following is a DFT calculation (the ωB97M-V functional and the def2-TZVPD basis) of a 2-piece molecular cluster, C3H4S2 overall in a non-equilibrium geometry.

The value obtained for the HOMO-LUMO gap is 9.759 eV. The energy above the lowest of the compared OMol25 structures with the same formula, charge and spin is 68.00 kcal/mol. The lowest unoccupied orbital energy is 0.43 eV.

The geometry in ORCA input format:
```
! wB97M-V def2-TZVPD RIJCOSX def2/J DEFGRID3
* xyz 0 1
C 0.3473 0.2812 1.8073
C -0.0505 0.1968 0.6766
C -0.4530 0.1258 -0.6867
S -0.0742 -1.4570 -1.4851
S 0.1389 1.5298 -1.7776
H 0.8325 0.4829 2.7275
H -1.8890 0.4169 -0.8140
H -0.8391 -2.2673 -0.7502
H 1.4537 1.3040 -1.6586
*
```

=====

No. 5
The following is a DFT calculation (the ωB97M-V functional and the def2-TZVPD basis) of C3H4S3 as an isolated structure in a non-equilibrium geometry.

The value obtained for the HOMO-LUMO gap is 9.617 eV. The energy above the lowest of the compared OMol25 structures with the same formula, charge and spin is 74.22 kcal/mol. The lowest unoccupied orbital energy is 0.37 eV.

The geometry in ORCA input format:
```
! wB97M-V def2-TZVPD RIJCOSX def2/J DEFGRID3
* xyz 0 1
C -1.9950 0.0907 -0.2746
C -0.8193 0.0077 -0.1664
C 0.7867 -0.0048 0.0428
S 1.5203 1.7599 -0.2028
S 1.4983 -0.6863 1.5679
S 1.3889 -1.1817 -1.2005
H -3.0547 -0.0920 -0.2791
H 0.7497 2.0025 -1.2363
H 1.1503 0.4285 2.1723
H 0.9928 -0.3089 -2.1274
*
```

=====

No. 6
The following is a DFT calculation (the ωB97M-V functional and the def2-TZVPD basis) of a single C3H4Si molecule in a non-equilibrium geometry.

The value obtained for the HOMO-LUMO gap is 7.449 eV. The energy above the lowest of the compared OMol25 structures with the same formula, charge and spin is 43.20 kcal/mol. The lowest unoccupied orbital energy is -0.44 eV.

The geometry in ORCA input format:
```
! wB97M-V def2-TZVPD RIJCOSX def2/J DEFGRID3
* xyz 0 1
C 0.4375 -0.4786 0.4916
C -1.1053 0.5295 0.1703
C -0.7610 -0.5636 -0.4157
Si 2.0902 0.1349 -0.0898
H 0.3481 -1.0589 1.4029
H -1.5475 1.4109 0.5331
H -1.0969 -1.2567 -1.1624
H 1.6350 1.2826 -0.9302
*
```

=====

No. 7
The following is a DFT calculation (the ωB97M-V functional and the def2-TZVPD basis) of a single C3H4Si molecule in a non-equilibrium geometry.

As for the expectation value of S²: 2.023. The value obtained for the HOMO-LUMO gap (spin up / spin down) is 7.062 / 7.057 eV. The energy above the lowest of the compared OMol25 structures with the same formula, charge and spin is 10.14 kcal/mol. The lowest unoccupied orbital energy (spin up / spin down) is -0.54 / -1.05 eV.

The geometry in ORCA input format:
```
! wB97M-V def2-TZVPD RIJCOSX def2/J DEFGRID3
* xyz 0 3
C 0.0505 0.7991 -0.1262
C 1.4880 -1.2927 0.1403
C 0.3495 -0.6848 0.0979
Si -1.5935 1.1705 0.1752
H 0.8690 1.3573 -0.3247
H 2.3496 -0.6655 -0.0020
H -0.5252 -1.4200 0.2146
H -2.9878 0.7362 -0.1750
*
```

=====

No. 8
The following is a DFT calculation (the ωB97M-V functional and the def2-TZVPD basis) of C3H55Na12O40 as an isolated structure in a non-equilibrium geometry.

The value obtained for the HOMO-LUMO gap is 2.088 eV. The lowest unoccupied orbital energy is -2.25 eV.

The geometry in ORCA input format:
```
! wB97M-V def2-TZVPD RIJCOSX def2/J DEFGRID3
* xyz -1 1
Na 2.9208 -1.4951 -0.8818
Na 0.8228 -2.7776 2.0815
Na 3.4387 -3.8267 0.8243
Na -1.1717 -0.1315 3.6204
Na -2.3599 -4.5828 0.2741
Na 1.0655 0.5819 6.0903
Na 5.4121 -1.1113 1.0587
Na 3.5039 -1.8770 4.2126
Na -0.3153 -2.7924 5.2518
Na 1.9510 0.6120 2.6346
Na -0.4760 -2.4438 -2.0864
Na -2.3808 -1.2494 0.9275
O 6.0966 0.9283 0.0914
H 6.8939 1.4792 -0.0325
O -2.7588 -2.5579 -1.0799
H -2.3279 -1.7031 -1.2753
O -0.6320 -2.0677 -4.6256
H -1.1005 -1.4270 -4.0560
O -0.9677 1.5270 5.3359
H -1.8056 1.0772 5.5598
O 5.0821 -2.6899 -0.6262
H 5.2735 -2.0718 -1.3582
O 3.1369 -1.3970 1.7318
H 2.5068 -0.8403 1.2341
O 1.1110 -1.0953 4.1312
H 1.5485 -1.4082 3.3156
C 0.3932 -4.7229 -0.1718
O 0.1078 -5.0658 0.9712
O 1.1102 -3.7458 -0.4105
O -0.1820 -5.0698 -1.1747
C -2.6719 -3.1181 3.2939
O -1.6576 -2.5287 2.9799
O -2.7119 -3.8274 4.2725
O -3.6196 -3.0530 2.5031
C 0.3622 -0.1470 0.2536
O -0.3343 -0.5226 -0.7170
O -0.0865 -0.3352 1.3831
O 1.4903 0.3687 0.1194
O -1.2123 2.9478 -2.6186
H -0.5211 2.3262 -2.8467
H -1.6647 3.1176 -3.4448
O 3.7129 1.0231 4.4636
H 4.6000 0.9575 4.1102
H 3.7216 0.4626 5.2395
O -3.6449 -1.4363 -3.6109
H -3.9886 -0.5785 -3.3611
H -3.5877 -1.9210 -2.7875
O -2.7959 1.1679 2.0238
H -3.4555 1.5332 1.4340
H -1.9690 1.5431 1.7209
O 1.6563 -2.1860 -3.0816
H 2.1530 -1.5011 -3.5294
H 0.8381 -2.2500 -3.5741
O 0.7234 4.7279 0.8291
H 0.0517 4.1388 1.1726
H 1.2762 4.1690 0.2830
O 0.9574 1.2095 -2.5206
H 0.7733 0.5992 -1.8065
H 1.3260 0.6627 -3.2144
O 0.4175 -4.3900 -4.4943
H 0.1918 -3.4740 -4.6564
H 0.2717 -4.8253 -5.3342
O -4.7181 0.1889 4.2385
H -3.9777 0.7928 4.2959
H -4.8600 0.0717 3.2992
O -1.8321 4.0826 0.3116
H -2.0247 5.0001 0.5053
H -1.3929 4.1040 -0.5386
O 3.5730 2.0803 0.9238
H 4.3350 1.6323 0.5564
H 2.8271 1.5426 0.6578
O 4.4207 0.2308 -1.7497
H 4.7869 0.3328 -2.6282
H 5.1589 0.3913 -1.1619
O -4.9692 -0.7799 1.6585
H -4.8605 -1.7160 1.8263
H -5.4529 -0.7386 0.8335
O 0.5806 2.7471 3.5887
H 0.4924 3.7002 3.5879
H -0.0067 2.4523 4.2847
O -2.9814 3.0492 4.1941
H -2.7112 3.8981 3.8440
H -2.2231 2.7421 4.6909
O 3.5009 4.8402 -2.6890
H 4.1417 5.2421 -2.1025
H 2.8271 4.4913 -2.1054
O -3.6509 1.4109 -3.6605
H -3.3684 1.4059 -2.7460
H -4.1879 2.1991 -3.7415
O -2.5306 1.2767 -0.8723
H -1.9761 2.0267 -1.0873
H -1.9151 0.5844 -0.6314
O -1.8452 0.0457 -5.7764
H -1.3600 -0.6338 -5.3083
H -1.9744 0.7381 -5.1283
O 2.0257 3.1911 -1.1787
H 1.7280 2.3405 -1.5014
H 2.8363 2.9986 -0.7074
O -5.2925 -2.1117 -0.7720
H -4.3637 -2.3024 -0.6409
H -5.7325 -2.9490 -0.6248
O -3.3009 -4.6889 -2.6181
H -4.2077 -4.9630 -2.7556
H -3.3697 -3.8692 -2.1286
O 2.1869 0.0147 -4.7102
H 1.6654 -0.2435 -5.4701
H 3.0899 -0.1793 -4.9617
O 4.4750 3.6773 3.5951
H 5.3178 3.8155 4.0273
H 4.6183 2.9211 3.0260
*
```

=====

Computed values of calculated total energy (unit: Ha) for the preceding records, in sequence: -913.00270; -912.90302; -912.95088; -912.95212; -1311.15179; -406.00273; -405.92721; -5105.21317.